# 1
C26H62O36S7 | ωB97M-V with the def2-TZVPD basis set

The value obtained for the highest occupied orbital energy is -9.0 eV. For the LUMO energy, the calculation gives -0.186 eV. As for the total charge: 0. Its spin multiplicity is 1. The frontier orbital gap is 8.78 eV.

XYZ file:
```
131
Properties=species:S:1:pos:R:3:forces:R:3
O 4.794796 2.592921 1.723118 0.3 0.4 0.2
H 7.249277 1.607755 1.489726 0.1 -0.1 0.1
O -5.472221 0.682642 0.561112 0.2 0.1 0.1
O -2.255568 5.484201 0.198989 -0.1 -0.3 -0.3
S -2.806480 5.177023 -1.086141 -0.6 -0.2 0.3
H 3.548149 5.880617 -5.505713 -0.2 0.0 0.2
C -4.627130 -0.590041 -3.300741 0.2 -1.0 -0.3
H -5.103170 -2.566875 -1.634127 0.0 -0.2 0.1
H -4.154777 0.622071 4.564363 -0.2 0.0 -0.1
O 2.816202 5.205377 1.343128 -0.4 -0.1 -0.2
H -3.912407 -1.388292 0.256066 -0.3 -0.2 -0.2
H 1.750239 -1.278659 -6.174211 0.1 -0.1 0.0
H 3.768373 -1.517787 -4.263815 0.0 0.1 0.0
H -3.207824 -4.260497 1.029099 0.2 0.1 0.1
O -7.015806 0.113509 2.394677 0.4 0.2 -0.1
H -1.158961 -1.673755 3.188663 -0.2 0.0 0.0
H 1.640535 1.665239 1.258882 0.3 0.1 0.0
O 1.485382 -2.266586 -2.956195 0.3 0.0 -0.6
H 1.741384 -3.304546 -4.780729 0.4 0.1 0.3
H -1.551660 -0.525889 5.629570 -0.3 0.0 -0.2
H 2.748783 1.134180 -0.858392 -0.2 0.2 0.0
H -0.083573 -3.713579 0.849691 0.2 0.1 -0.1
O 3.464434 -4.579757 0.293402 0.3 0.6 -0.4
C -0.325664 -0.306135 -0.500221 0.4 -0.1 -0.3
C 0.667863 0.578586 -1.274503 -0.8 0.8 0.5
H 0.304382 -2.397962 -4.613607 0.0 0.4 0.0
H -3.197037 -1.104917 -1.959334 -0.5 -0.4 -0.4
H -2.711819 0.488152 3.565609 -0.1 -0.5 -0.5
O -4.534793 -0.193541 2.703386 -0.6 0.1 -0.7
C -0.100192 5.979703 2.458703 0.9 0.4 1.0
C -0.592273 -5.109375 -2.020376 0.0 -1.1 0.1
C -3.849921 -3.377892 1.144015 -1.0 -0.7 -0.1
H 2.425589 -2.153649 -2.778725 -0.1 -0.1 0.4
O 2.231126 -2.529627 0.881466 -0.2 -0.3 0.2
H -1.816121 -2.946608 6.292953 0.0 -0.1 -0.1
H -5.430418 -4.510996 1.153194 -0.2 0.0 -0.1
H 3.909896 -6.337572 1.290682 0.2 0.2 -0.2
H 6.872425 0.200143 2.535091 -0.1 0.0 0.1
C 4.639081 4.025910 -5.844960 0.5 -0.1 -0.3
C -3.416241 2.736401 -1.131440 0.1 -0.6 -1.1
O 0.941208 3.885671 2.258310 0.8 0.0 -0.8
H 2.228096 -5.824605 1.382691 0.0 0.0 -0.2
O 3.186142 2.332025 -2.938514 0.2 0.4 -0.2
H 0.023276 -1.328657 -0.668277 -0.2 -0.2 0.4
S -5.759135 0.606899 1.952222 0.5 -0.1 1.5
C -3.272997 -2.270002 0.305617 0.4 -0.2 0.9
C -1.915883 2.931004 -1.405996 -0.3 -0.7 0.8
O -3.264441 6.239850 -1.907325 0.0 -0.4 0.1
H 5.164507 0.845781 0.596070 -0.1 0.6 -0.2
O 6.476379 2.054537 3.346584 -0.3 0.2 0.1
O 2.802103 4.328675 -4.394762 -0.5 -0.8 0.6
O 0.441072 5.961218 1.140395 0.4 -1.0 -0.7
H -0.426145 -2.080418 6.972064 -0.1 0.1 0.0
H -1.386578 -0.256349 -0.740907 0.0 0.3 0.0
H -3.489637 2.128959 2.005190 -0.1 0.4 0.0
H 2.605136 4.699343 -6.420325 0.1 -0.2 0.0
H -3.878758 2.864541 3.641265 0.1 0.1 -0.2
H 1.549368 -0.247858 -4.799999 0.2 0.0 0.2
H -6.738875 -1.098485 -3.432588 0.1 -0.1 -0.2
C 3.259637 -5.472534 1.388378 -0.5 -0.4 0.7
H 1.132503 -4.334599 -1.133075 0.2 0.1 0.5
H -2.165328 -3.231844 -1.036767 0.0 0.1 0.1
H -4.895353 0.327031 -3.827537 0.3 0.2 0.1
H -1.089385 4.101429 2.575262 0.2 -0.3 -0.2
O -0.893765 -3.959664 -2.760408 -0.2 0.2 -0.1
O 4.539653 -2.288942 0.125843 -0.4 -0.8 0.2
H 2.580403 -4.479608 3.225147 0.0 0.3 -0.1
C 6.544372 1.181909 2.205934 0.2 0.1 0.0
O 1.295014 4.037358 -0.213460 -0.1 0.2 0.3
S -0.022699 0.078658 1.227988 1.2 -0.4 -0.6
O -5.807834 -2.506136 -2.288042 -0.1 0.0 -0.4
O -3.947215 4.051671 -0.913826 0.3 0.8 0.5
O 4.124634 -3.461090 2.231902 -0.1 0.9 -0.1
O 4.239065 2.854723 4.120133 0.6 -0.3 -0.4
O -2.971947 -2.694689 -1.012021 -0.1 0.5 -0.2
S 3.201167 2.766449 -4.287225 0.1 0.3 -1.0
H -0.123496 -3.376229 -2.807829 0.1 -0.2 0.3
C -0.856929 -2.482841 6.046548 0.3 0.0 0.5
H 4.223913 -5.122077 3.365495 0.0 -0.1 -0.1
C 1.974390 0.451661 -0.511588 1.0 -0.9 -0.3
C 1.372401 -2.344632 -4.394579 -0.1 -0.3 -0.2
H -1.314345 2.844771 -0.496951 -0.1 0.2 0.1
S 5.281244 3.115397 3.174879 -0.6 0.8 0.4
H -1.064403 6.475505 2.500443 -0.1 -0.2 -0.5
H -1.531861 -5.617715 -1.779414 -0.2 0.5 0.3
C -1.066350 -1.343806 5.086238 0.7 -0.3 -0.4
H 0.469986 -5.801900 -0.320748 0.1 0.1 0.2
H -0.088711 -5.898296 -2.602283 0.4 0.4 -0.2
H -3.929971 2.359532 -2.017326 0.2 0.0 0.0
H -0.109416 4.388758 3.986680 0.5 0.1 0.0
H 0.688244 0.297675 -2.323865 0.3 -0.2 0.0
C -5.918876 -1.165964 -2.719588 0.7 0.4 0.8
O -5.459704 2.013485 2.704806 -0.7 -0.6 -1.1
C 0.227628 -4.834623 -0.772194 -0.5 0.0 -0.8
O -0.563614 -4.018414 0.070687 0.0 0.0 0.2
H -2.390957 -1.961040 0.876503 0.3 0.1 -0.3
C -0.134377 4.523464 2.908063 -1.6 0.4 -0.3
O 5.809463 4.439832 3.111172 -0.1 -1.0 -0.4
H -6.160034 -0.514035 -1.865385 -0.2 0.0 -0.1
O 2.534050 1.997780 -5.296618 0.0 0.6 0.5
H -3.640010 2.006409 -0.356291 0.0 0.5 0.4
H 2.384035 -0.550293 -0.677164 -0.1 0.0 0.0
O 3.433327 -1.099930 -5.062036 -0.1 -0.3 0.1
O -5.170049 -3.717279 0.679187 0.4 0.2 -0.1
C 3.329655 4.820810 -5.616820 0.5 0.4 -0.4
H 4.693729 3.567260 -6.833396 -0.3 -0.3 0.1
S 1.509966 4.750010 1.000581 -0.5 0.5 1.1
C -3.778847 0.688295 3.541002 0.0 0.8 0.4
H -4.180835 -1.291817 -4.014024 -0.4 0.0 -0.3
C 3.511517 -4.660719 2.687642 0.0 -0.5 -0.1
H 4.426980 0.590352 2.133739 0.2 0.2 0.4
O 0.022180 -1.158307 1.995628 -0.5 0.2 0.1
O -1.776532 -1.749125 3.934835 -0.2 0.1 0.2
C -4.054536 2.056759 2.937182 0.4 -0.5 0.6
C 5.158888 1.220700 1.620770 -0.2 -1.0 -0.3
O -3.608749 -0.315023 -2.345731 0.0 1.1 0.4
O 0.069337 -3.426457 5.505472 -0.2 0.0 -0.2
H 5.573139 4.574246 -5.730978 -0.3 0.4 0.2
H -0.080580 -0.981296 4.769903 0.0 0.1 0.2
S 3.546232 -3.060800 0.805280 0.8 -0.1 0.0
O -0.837820 1.185249 1.684297 -0.1 -0.3 -0.1
C 2.018268 -1.183311 -5.118679 -0.7 0.2 -0.4
H 0.591572 6.566663 3.072319 0.0 -0.1 0.1
H -1.523485 2.198931 -2.104720 -0.2 0.3 -0.4
H 2.337729 0.070582 1.671181 0.0 -0.2 -0.1
C 1.712056 0.616303 0.974798 -1.4 0.7 0.2
O 4.684142 3.046684 -4.799319 0.0 -0.7 0.3
H 0.024069 -4.222421 6.040721 0.0 0.0 0.0
H -3.929266 -3.136463 2.207876 0.4 0.4 -0.1
H 0.382992 1.632533 -1.242109 -0.1 0.0 0.0
O -1.838993 4.253027 -1.926589 0.5 0.4 -0.3
```
Forces are in eV/Å.

Here are the Löwdin charges for atoms 1 to 99, given in e:
1. O -0.1844
2. H 0.1364
3. O -0.2281
4. O -0.2288
5. S 0.6163
6. H 0.1324
7. C -0.2283
8. H 0.0414
9. H 0.1354
10. O -0.2115
11. H 0.1094
12. H 0.1295
13. H 0.0751
14. H 0.1173
15. O -0.2078
16. H 0.0198
17. H 0.0820
18. O -0.0802
19. H 0.1305
20. H 0.1163
21. H 0.1004
22. H 0.0826
23. O -0.1906
24. C -0.1864
25. C -0.1945
26. H 0.1249
27. H 0.0358
28. H 0.1005
29. O -0.1904
30. C -0.1719
31. C -0.2481
32. C -0.2128
33. H 0.0836
34. O -0.2186
35. H 0.1226
36. H 0.0812
37. H 0.1320
38. H 0.1367
39. C -0.1485
40. C -0.1445
41. O -0.1999
42. H 0.1174
43. O -0.2009
44. H 0.0972
45. S 0.6479
46. C -0.2303
47. C -0.1657
48. O -0.2095
49. H 0.1378
50. O -0.1870
51. O -0.1779
52. O -0.1893
53. H 0.1162
54. H 0.0954
55. H 0.1110
56. H 0.1287
57. H 0.1393
58. H 0.0997
59. H 0.1170
60. C -0.1424
61. H 0.1052
62. H 0.0585
63. H 0.1124
64. H 0.1174
65. O -0.0466
66. O -0.2173
67. H 0.1311
68. C -0.1504
69. O -0.2146
70. S 0.7357
71. O -0.0555
72. O -0.1785
73. O -0.1784
74. O -0.2295
75. O -0.0794
76. S 0.6279
77. H 0.0419
78. C -0.2485
79. H 0.1346
80. C -0.2105
81. C -0.2082
82. H 0.1034
83. S 0.6244
84. H 0.1305
85. H 0.1295
86. C -0.2602
87. H 0.1180
88. H 0.1219
89. H 0.1242
90. H 0.1363
91. H 0.1120
92. C -0.2413
93. O -0.1820
94. C -0.2324
95. O -0.0581
96. H 0.1042
97. C -0.1760
98. O -0.2144
99. H 0.1111



# 2
C26H63BF4N4O6 | ωB97M-V with the def2-TZVPD basis set

The value obtained for the highest occupied orbital energy is -9.0 eV. As for the relative energy (zero: lowest compared OMol25 entry of this formula, charge and spin): 1.693 eV. For the LUMO energy, the calculation gives -0.998 eV. As for the total charge: 0. Its spin multiplicity is 1. The frontier orbital gap is 8.02 eV.

XYZ file:
```
104
Properties=species:S:1:pos:R:3:forces:R:3
H 2.048644 3.027673 -4.769385 -1.5 0.2 0.1
C -4.108356 -5.536327 -3.257385 -2.8 -2.1 -1.9
H 3.490644 2.468673 5.649615 -3.5 0.6 -1.0
N -3.340356 -4.894327 -2.213385 2.8 0.1 0.4
H -2.134356 -0.775327 4.454615 -1.0 2.1 -0.5
C -3.889356 -7.080327 -3.164385 -0.8 -0.7 -0.8
H 4.745644 -2.318327 -0.039385 0.8 -1.2 -1.0
H -5.220356 -5.467327 -3.064385 1.2 1.0 -0.6
H -1.580356 0.279673 1.281615 1.1 0.2 -3.1
H 0.405644 5.176673 2.031615 0.4 -0.5 1.0
C 1.607644 -1.316327 3.727615 4.2 2.9 0.5
C -0.641356 5.441673 2.067615 -2.6 -1.9 1.0
H -1.982356 -0.796327 -2.883385 1.5 -1.5 0.4
H -4.555356 -5.705327 -0.657385 -0.9 0.7 -1.4
F -0.341356 1.063673 0.271615 -0.9 -0.6 1.4
C -1.323356 5.854673 3.429615 1.7 -0.3 -0.3
H 0.113644 2.292673 -2.863385 1.2 -0.6 1.9
H -1.866356 -7.512327 -3.436385 0.0 1.1 1.5
O -1.482356 4.270673 1.573615 0.1 2.6 2.2
C -3.460356 1.274673 -0.712385 1.8 0.5 -6.2
C 4.359644 -1.426327 0.347615 -3.2 0.5 0.0
N -3.692356 2.232673 -3.264385 -0.1 -1.4 3.8
C 5.637644 2.129673 -1.524385 2.0 1.6 0.7
H -0.862356 3.856673 1.031615 1.1 -1.4 -1.8
C 0.139644 1.730673 -4.664385 3.1 4.5 -1.3
H -2.075356 1.002673 4.907615 -2.5 -1.1 0.1
C -2.997356 -3.498327 -2.694385 6.3 -1.2 -0.8
C -3.652356 1.851673 -2.144385 0.5 1.2 -1.9
O -0.351356 2.455673 -3.641385 -3.6 2.4 -0.9
H -2.441356 -3.624327 -3.670385 -0.6 -0.3 0.8
H -0.479356 -1.942327 -3.064385 0.1 0.4 -1.1
O 2.115644 -2.344327 0.021615 0.3 0.8 -0.7
F 1.750644 1.984673 0.440615 -0.2 0.3 0.2
H 2.469644 -0.281327 0.072615 0.0 -0.1 0.5
C 4.524644 1.406673 -2.179385 0.2 1.0 1.1
H -1.209356 5.033673 4.168615 -0.5 0.1 -0.7
O 2.631644 2.022673 3.134615 -1.8 -1.2 -2.3
C 2.249644 2.531673 5.379615 3.3 -1.9 2.4
H -1.149356 -3.378327 -1.403385 0.1 -0.7 -0.3
H -4.691356 -7.698327 -2.577385 1.4 1.7 -0.7
H 1.881644 2.003673 -5.895385 3.4 -4.2 -3.8
F 0.773644 1.425673 -1.532385 1.0 -0.3 -1.4
H -2.379356 6.161673 3.308615 0.7 -0.3 0.0
C 3.296644 4.700673 -0.493385 -0.2 2.5 -1.8
N 3.219644 6.513673 1.484615 0.0 -3.4 -3.8
H 2.587644 -2.142327 5.103615 0.9 -0.4 3.5
H 0.767644 -1.511327 4.268615 -2.5 -0.8 1.8
H 2.279644 4.479673 -0.900385 1.0 0.2 0.3
H 1.948644 1.501673 5.543615 0.0 -0.4 0.2
O -1.974356 -0.172327 1.978615 -1.4 -2.6 -1.0
H 2.389644 -3.311327 3.784615 0.7 0.6 0.4
H 4.727644 0.370673 -2.182385 0.0 -1.3 0.7
C 2.927644 -1.217327 -0.259385 1.7 0.2 -0.7
H -0.836356 0.844673 3.099615 5.4 0.1 2.2
C -2.459356 -7.114327 -2.539385 -1.5 -7.1 -2.6
H 4.854644 -0.541327 -0.008385 1.1 0.3 0.9
C -1.794356 0.774673 2.917615 -6.2 0.1 2.0
C -1.235356 -1.557327 -2.399385 -0.4 2.4 -2.4
H 1.721644 3.068673 6.161615 0.2 0.6 -0.2
H 2.046644 1.892673 2.319615 1.6 0.2 1.2
H -1.957356 1.779673 2.507615 -1.1 0.2 0.4
H 4.315644 1.582673 -3.204385 0.3 1.0 -1.0
H 3.816644 -2.008327 3.657615 -2.9 -0.7 1.4
H -3.946356 -7.596327 -4.214385 0.3 1.3 1.9
C 1.259644 2.577673 -5.439385 -1.6 -0.5 6.3
N 6.476644 2.730673 -0.959385 -2.4 -1.7 -1.6
H 0.760644 -0.548327 2.270615 -3.4 4.0 -1.1
H -2.574356 -8.144327 -1.919385 1.1 2.9 -0.4
H -3.538356 -4.810327 -0.051385 1.7 1.7 0.5
H 2.231644 3.873673 3.828615 0.4 0.7 -0.3
C 2.718644 -2.292327 4.110615 0.9 0.0 -4.7
H 2.010644 -0.279327 4.017615 -0.6 -1.2 0.2
H -2.396356 -2.351327 -0.950385 -0.5 -0.1 0.6
H -0.514356 1.237673 -5.267385 -2.8 -0.2 -2.3
H -2.743356 1.789673 -0.184385 2.4 0.6 0.7
H 3.817644 3.855673 -0.262385 0.6 -2.8 2.0
H 3.048644 -1.018327 -1.304385 -0.1 -0.5 -1.0
H -1.182356 -5.439327 -2.338385 0.3 0.8 -1.1
H 4.170644 -1.680327 1.401615 0.7 1.1 0.0
H -4.261356 1.446673 -0.202385 -5.4 0.7 2.9
H 0.873644 2.977673 3.887615 -1.6 -0.9 -0.6
H 0.516644 0.938673 -4.241385 3.3 -4.6 2.2
B 0.531644 1.985673 -0.288385 1.7 -3.0 0.0
H -3.738356 -0.006327 4.103615 1.2 1.5 0.3
H -0.729356 6.630673 3.938615 -0.4 0.3 -0.5
H -1.849356 -5.880327 -0.807385 -1.1 0.3 -3.1
C -2.123356 -5.820327 -2.027385 1.2 0.9 5.7
H 0.854644 3.236673 -6.055385 -1.7 3.2 -2.6
H -3.744356 -5.160327 -4.267385 -0.8 -0.4 1.4
O 1.315644 -1.221327 2.410615 2.8 -4.4 -1.9
H -3.882356 -3.134327 -3.014385 -2.9 2.1 -0.2
H 2.042644 -1.999327 0.905615 -1.6 -1.2 1.8
C 1.918644 2.851673 3.988615 1.5 2.4 0.5
C -2.648356 0.272673 4.209615 4.4 -0.5 -0.4
C -4.075356 -4.740327 -0.962385 -1.6 -1.8 0.4
H -3.368356 0.260673 -0.974385 0.8 -1.5 0.7
C -1.895356 -2.723327 -1.831385 -3.0 -0.9 2.2
C 3.248644 5.712673 0.598615 0.2 2.4 2.8
H -4.676356 -3.862327 -1.180385 -0.6 -0.3 1.1
H 4.091644 4.920673 -1.296385 -1.7 1.0 0.7
H 3.640644 1.705673 -1.620385 -0.3 -0.6 0.1
F -0.008356 3.164673 -0.409385 -1.1 3.3 -0.1
H -0.662356 6.158673 1.299615 -0.7 1.5 -0.8
H -0.652356 -0.938327 -1.725385 -0.2 -0.2 0.7
```
Forces are in eV/Å.

Here are the Löwdin charges for atoms 1 to 99, given in e:
1. H 0.0976
2. C -0.1488
3. H 0.1567
4. N -0.2902
5. H 0.0868
6. C -0.1643
7. H 0.0500
8. H 0.1572
9. H -0.0028
10. H 0.0828
11. C -0.3390
12. C -0.2054
13. H 0.1262
14. H 0.1355
15. F 0.1403
16. C -0.0735
17. H 0.0084
18. H 0.1376
19. O -0.1054
20. C 0.0013
21. C -0.0323
22. N 0.1097
23. C -0.2505
24. H -0.0255
25. C -0.2918
26. H 0.0882
27. C -0.0719
28. C -0.1975
29. O -0.0346
30. H 0.1497
31. H 0.0782
32. O -0.0805
33. F 0.1029
34. H 0.0939
35. C -0.0517
36. H 0.0633
37. O -0.0705
38. C -0.1107
39. H 0.1113
40. H 0.1345
41. H -0.0136
42. F 0.1354
43. H 0.0749
44. C -0.0719
45. N 0.1055
46. H 0.0228
47. H 0.0821
48. H 0.0917
49. H 0.0403
50. O -0.0634
51. H 0.0869
52. H 0.0529
53. C -0.3235
54. H 0.0341
55. C -0.2109
56. H 0.0540
57. C -0.3541
58. C -0.1034
59. H 0.0638
60. H 0.0901
61. H 0.1138
62. H 0.0691
63. H 0.1324
64. H 0.1441
65. C -0.0062
66. N 0.1278
67. H 0.0128
68. H 0.1694
69. H 0.0964
70. H 0.1021
71. C -0.0594
72. H 0.1257
73. H 0.1009
74. H 0.0844
75. H 0.0459
76. H 0.0006
77. H 0.0840
78. H 0.1181
79. H 0.0622
80. H 0.0122
81. H 0.0957
82. H 0.0457
83. B -1.3961
84. H 0.0736
85. H 0.0642
86. H 0.2037
87. C -0.1219
88. H 0.0188
89. H 0.1625
90. O -0.0171
91. H 0.0944
92. H 0.0101
93. C -0.4039
94. C -0.0465
95. C 0.0096
96. H 0.0516
97. C -0.2255
98. C -0.2313
99. H 0.1252



Q: Look up the highest occupied orbital energy of the first one.
A: -9.0 eV